The following is a quantum chemistry calculation of a 2-piece molecular cluster, C6H14O overall in a non-equilibrium geometry, from the Open Molecules 2025 dataset.

Last columns: bonded neighbours and bond lengths (Å).
Atoms and positions in Å:
1 C -0.644 -2.040 -1.531  C2 1.527, H7 1.099, H8 1.104, H9 1.088
2 C -0.371 -1.088 -0.369  C1 1.527, C3 1.346, H10 1.100
3 C -0.620 0.231 -0.262  C2 1.346, C4 1.536, C5 1.481
4 C -0.800 0.953 -1.606  C3 1.536, H11 1.071, H12 1.089, H13 1.090
5 C -0.329 1.055 0.933  C3 1.481, C6 1.546, H14 1.098, H15 1.094
6 C -1.439 2.103 1.172  C5 1.546, H16 1.109, H17 1.086, H18 1.083
7 H 0.110 -1.772 -2.284  C1 1.099
8 H -0.448 -3.073 -1.196  C1 1.104
9 H -1.585 -1.839 -2.039  C1 1.088
10 H 0.225 -1.538 0.438  C2 1.100
11 H -1.002 0.137 -2.271  C4 1.071
12 H 0.132 1.444 -1.878  C4 1.089
13 H -1.551 1.737 -1.706  C4 1.090
14 H 0.663 1.518 0.846  C5 1.098
15 H -0.265 0.426 1.825  C5 1.094
16 H -1.392 2.431 2.231  C6 1.109
17 H -2.431 1.731 0.933  C6 1.086
18 H -1.159 3.039 0.703  C6 1.083
19 O 4.325 -1.452 1.959  H20 0.964, H21 0.959
20 H 3.571 -1.910 2.346  O19 0.964
21 H 5.009 -2.092 1.754  O19 0.959

The value obtained for the highest occupied orbital energy is -8.5587 eV. Its SMILES is C/C=C(\C)CC.O. The energy above the lowest of the compared OMol25 structures with the same formula, charge and spin is 1.513 eV. Its frontier orbital gap is 9.3 eV. The total energy comes out at -8495.3798 eV. The LUMO energy is 0.0283 hartree.

Let us look at the Mulliken charges, expressed in e, one per atom: C -1.347; C -0.088; C 0.426; C -1.237; C -0.410; C -1.218; H 0.355; H 0.305; H 0.357; H 0.257; H 0.336; H 0.290; H 0.338; H 0.306; H 0.309; H 0.375; H 0.352; H 0.294; O -0.638; H 0.321; H 0.317